No. 1
{"formula": "C4H14NO2", "method": "the ωB97M-V functional and the def2-TZVPD basis", "symbols": ["C", "O", "C", "C", "C", "N", "H", "H", "H", "H", "H", "H", "H", "H", "H", "H", "H", "H", "H", "H", "O"], "positions_angstrom": [[1.88, -0.05, -0.29], [2.64, 1.16, -0.52], [0.47, 0.40, -0.71], [-0.52, -0.74, -0.59], [-2.00, -0.19, -0.95], [0.09, 1.47, 0.35], [2.21, -0.93, -0.80], [1.79, -0.43, 0.72], [3.63, 0.88, -0.56], [0.34, 0.83, -1.69], [-0.21, -1.55, -1.20], [-0.50, -1.10, 0.48], [-2.64, -0.98, -1.31], [-2.42, 0.28, -0.08], [-1.86, 0.59, -1.70], [0.12, 1.01, 1.25], [-0.86, 1.77, 0.21], [0.75, 2.26, 0.37], [-2.50, -1.51, 2.84], [-2.42, -2.66, 1.95], [-1.99, -1.80, 2.07]], "lowdin_charge": [-0.194, -0.077, -0.277, -0.172, -0.045, 0.245, 0.132, 0.126, 0.162, 0.153, 0.112, 0.102, 0.075, 0.052, 0.072, 0.168, 0.147, 0.170, 0.052, 0.053, -0.055], "orbital_gap_ha": 0.431, "total_charge": 1, "lumo_ha": -0.11420, "e_homo_ev": -14.85}

No. 2
{"formula": "C4H12N4", "method": "the ωB97M-V functional and the def2-TZVPD basis", "symbols": ["C", "C", "C", "N", "N", "N", "H", "H", "H", "H", "H", "H", "H", "C", "N", "H", "H", "H", "H", "H"], "positions_angstrom": [[0.67, 1.39, 1.33], [1.05, 0.04, -1.18], [0.08, 0.08, 0.88], [1.25, -1.30, -1.43], [1.66, 0.89, -1.92], [0.14, -1.04, 1.48], [1.10, -1.93, -0.66], [2.00, -1.55, -2.06], [1.41, 1.85, -1.66], [0.86, -1.06, 2.19], [1.73, 1.26, 1.56], [0.59, 2.16, 0.56], [0.16, 1.73, 2.24], [-2.08, -0.89, -0.24], [-1.30, 0.33, 0.07], [-1.85, 1.01, 0.60], [-0.72, 0.58, -0.80], [-2.37, -1.38, 0.68], [-1.44, -1.56, -0.81], [-2.93, -0.61, -0.85]], "lowdin_charge": [-0.054, -0.457, -0.495, 0.032, 0.013, 0.088, 0.045, 0.074, -0.012, 0.057, 0.090, 0.068, 0.083, -0.055, -0.006, 0.153, 0.125, 0.082, 0.079, 0.089], "orbital_gap_ha": 0.270, "total_charge": 0, "lumo_ha": 0.02217, "e_homo_ev": -6.74}

No. 3
{"formula": "C14H17F3N2Zr", "method": "the ωB97M-V functional and the def2-TZVPD basis", "symbols": ["C", "C", "H", "H", "H", "H", "H", "H", "C", "C", "C", "C", "H", "H", "H", "H", "N", "C", "C", "N", "C", "C", "C", "H", "H", "C", "H", "H", "Zr", "C", "H", "H", "H", "F", "C", "F", "F"], "positions_angstrom": [[-1.77, 0.36, 2.72], [-2.17, 1.49, 1.89], [-2.16, -0.69, 2.62], [-1.78, 0.73, 3.75], [-0.70, 0.28, 2.40], [-1.81, 1.05, 0.94], [-3.25, 1.57, 1.81], [-1.69, 2.51, 1.89], [1.84, -2.88, 0.15], [2.50, -4.02, -0.23], [2.87, -4.13, -1.54], [2.57, -3.15, -2.45], [1.44, -2.60, 1.13], [2.69, -4.76, 0.54], [3.40, -5.02, -1.81], [2.86, -3.31, -3.47], [1.60, -1.90, -0.75], [1.92, -1.97, -2.11], [1.50, -0.86, -3.02], [0.67, 0.14, -2.51], [0.26, 1.21, -3.22], [1.34, 0.35, -5.11], [0.58, 1.35, -4.56], [-0.32, 1.88, -2.59], [0.20, 2.22, -5.09], [1.78, -0.73, -4.38], [2.34, -1.50, -4.89], [1.56, 0.45, -6.16], [0.88, -0.05, -0.52], [2.28, 1.36, 0.38], [2.26, 2.31, -0.18], [3.28, 0.93, 0.35], [2.01, 1.61, 1.41], [-1.13, -2.49, -0.82], [-1.31, -1.09, -0.76], [-1.82, -0.84, -2.04], [-2.43, -1.00, 0.01]], "lowdin_charge": [-0.182, -0.189, 0.101, 0.080, 0.041, 0.007, 0.086, 0.101, -0.022, 0.034, 0.038, 0.054, 0.152, 0.147, 0.147, 0.137, -0.143, -0.135, -0.133, -0.138, -0.027, 0.033, 0.036, 0.152, 0.150, 0.059, 0.138, 0.146, 1.819, -0.264, 0.018, 0.021, 0.021, -0.007, -0.514, -0.001, 0.038], "orbital_gap_ha": 0.265, "total_charge": 2, "lumo_ha": -0.33483, "e_homo_ev": -16.33}

No. 4
{"formula": "C6H15NO", "method": "the ωB97M-V functional and the def2-TZVPD basis", "symbols": ["C", "C", "C", "C", "N", "C", "C", "H", "H", "H", "H", "H", "H", "H", "H", "H", "H", "H", "H", "H", "H", "H", "O"], "positions_angstrom": [[0.30, -3.02, 0.08], [-0.22, -1.70, 0.62], [-1.19, -1.04, -0.39], [-0.56, -0.38, -1.65], [0.50, 2.81, -0.03], [-0.18, 1.87, -0.64], [0.27, 0.82, -1.43], [0.88, -2.92, -0.84], [-0.57, -3.65, -0.15], [0.82, -3.60, 0.84], [0.53, -1.01, 0.96], [-0.91, -1.87, 1.45], [-1.85, -1.82, -0.78], [-1.87, -0.32, 0.06], [-1.48, -0.17, -2.22], [0.04, -1.05, -2.27], [1.51, 2.86, -0.10], [0.05, 3.49, 0.56], [-1.19, 1.74, -0.25], [1.19, 0.88, -1.99], [1.72, 0.85, 2.75], [0.64, 0.68, 1.72], [0.76, 0.84, 2.63]], "lowdin_charge": [-0.089, -0.244, -0.187, -0.165, 0.226, -0.090, 0.042, 0.075, 0.084, 0.079, 0.075, 0.122, 0.119, 0.105, 0.149, 0.118, 0.153, 0.154, 0.153, 0.137, 0.057, -0.043, -0.030], "multiplicity": 2, "orbital_gap_ha": [0.380, 0.290], "s2": 0.7594, "total_charge": 1, "lumo_ha": [-0.14295, -0.25873], "e_homo_ev": [-14.24, -14.92]}

No. 5
{"formula": "C2H3NOS", "method": "the ωB97M-V functional and the def2-TZVPD basis", "symbols": ["C", "C", "N", "O", "S", "H", "H", "H"], "positions_angstrom": [[3.72, -0.38, 0.30], [-0.04, 0.24, -0.01], [1.06, 1.21, 0.32], [4.42, -1.10, -0.22], [2.55, 0.93, -0.11], [0.52, -0.57, -0.40], [-0.55, -0.09, 0.88], [-0.62, 0.68, -0.76]], "lowdin_charge": [-0.420, -0.184, -0.498, 0.104, 0.851, 0.029, 0.067, 0.051], "orbital_gap_ha": [0.288, 0.288], "total_charge": 0, "lumo_ha": [-0.02466, -0.02463], "e_homo_ev": [-8.50, -8.50]}

Which formula does entry 1 have? C4H14NO2